# 1
Molecular formula: C45H51As2CoN2OSSi
Method: DFT, ωB97M-V with the def2-TZVPD basis set

Geometry as XYZ:
```
104
C45H51As2CoN2OSSi, DFT ωB97M-V with the def2-TZVPD basis set
Co -0.28970 0.74470 0.37820
C 2.02480 0.56610 2.80690
C 2.76580 1.34440 1.72710
As 2.11070 0.87040 -0.09140
C 2.38380 2.48890 -1.15110
C 2.23480 2.38570 -2.53630
C 2.49680 3.47310 -3.34870
C 2.85830 4.68650 -2.78330
C 2.94630 4.81160 -1.40880
C 2.71310 3.71640 -0.59520
C 3.70240 -0.17270 -0.63150
C 4.51210 0.20620 -1.69660
C 5.71930 -0.43750 -1.91990
C 6.13260 -1.45760 -1.07990
C 5.32200 -1.84930 -0.02580
C 4.10660 -1.22310 0.18960
As 0.11410 1.03620 2.80220
C -0.40670 0.22230 4.51130
C 0.07420 -1.03330 4.87120
C -0.29920 -1.60790 6.07430
C -1.15480 -0.93520 6.93150
C -1.63670 0.31630 6.58000
C -1.27510 0.88960 5.37120
C 0.08320 2.93980 3.23170
C 1.13300 3.55220 3.90320
C 1.10170 4.91350 4.15040
C 0.02040 5.67200 3.73560
C -1.03700 5.06910 3.07400
C -1.00480 3.70790 2.82860
H 2.45660 0.74120 3.80230
H 2.08240 -0.51410 2.61280
H 3.84460 1.14510 1.76560
H 2.61670 2.41770 1.88820
H 1.93560 1.43410 -2.97220
H 2.43980 3.38330 -4.42370
H 3.06470 5.53350 -3.41640
H 3.20620 5.75720 -0.96030
H 2.80050 3.83450 0.47650
H 4.22040 1.02260 -2.34420
H 6.33970 -0.13310 -2.74980
H 7.08270 -1.94310 -1.24720
H 5.64280 -2.64490 0.62890
H 3.47580 -1.54870 1.01120
H 0.74770 -1.57050 4.21460
H 0.07100 -2.58640 6.33980
H -1.44290 -1.38190 7.87130
H -2.30220 0.84480 7.24630
H -1.64930 1.87300 5.10080
H 1.97490 2.96590 4.24970
H 1.93390 5.38060 4.65490
H 0.00780 6.73160 3.92950
H -1.87290 5.66480 2.74010
H -1.82960 3.22210 2.31520
C -2.02580 -2.43250 2.69520
C -3.27240 -1.73070 2.18890
C -4.49530 -2.60100 2.38520
C -3.45620 -0.37050 2.83900
Si -2.95980 -1.39290 0.25260
O -1.64280 -0.52620 0.20900
C -4.35420 -0.53090 -0.70610
C -5.58420 -0.11780 -0.20860
C -6.58860 0.30990 -1.06320
C -6.38530 0.30830 -2.43420
C -5.15210 -0.07150 -2.94410
C -4.14530 -0.46980 -2.08480
C -2.76490 -3.08430 -0.60520
C -1.55520 -3.41020 -1.20260
C -1.43830 -4.57610 -1.94140
C -2.52220 -5.42580 -2.07660
C -3.73340 -5.09800 -1.49230
C -3.85490 -3.92900 -0.76030
H -2.09240 -2.58370 3.77410
H -1.13530 -1.83690 2.48400
H -1.91560 -3.40650 2.22360
H -4.73100 -2.66720 3.44970
H -4.31880 -3.61130 2.02460
H -5.37250 -2.19590 1.88620
H -3.50440 -0.48020 3.92380
H -4.37910 0.09850 2.50930
H -2.61820 0.29190 2.60240
H -5.78070 -0.13860 0.85380
H -7.53840 0.62770 -0.66050
H -7.18280 0.59720 -3.10190
H -4.98990 -0.09380 -4.01240
H -3.18320 -0.75950 -2.48290
H -0.71280 -2.74000 -1.10310
H -0.49620 -4.82230 -2.40730
H -2.42210 -6.34280 -2.63760
H -4.58310 -5.75270 -1.60110
H -4.80830 -3.67440 -0.32370
C -4.83460 3.31330 -1.15480
N -3.50250 2.92940 -0.73100
C -2.37730 2.82570 -1.42090
S -0.90050 2.75600 -0.51840
N -2.23600 2.86370 -2.73740
C -3.22370 2.91880 -3.79770
H -5.32440 3.78920 -0.30910
H -5.42820 2.44640 -1.44660
H -4.80160 4.02360 -1.97520
H -3.39590 2.80360 0.26690
H -1.27190 2.88110 -3.04670
H -4.12410 2.37990 -3.51680
H -2.80460 2.43760 -4.68050
H -3.46720 3.95080 -4.05890
```

Its multiplicity is 5. The total energy is -8471.634363 hartree. Its total charge is +2. As for the HOMO-LUMO gap (spin up / spin down): 0.32468 / 0.16637 hartree.

# 2
Molecular formula: C5H13N2
Method: DFT, ωB97M-V with the def2-TZVPD basis set

Geometry as XYZ:
```
20
C5H13N2, DFT ωB97M-V with the def2-TZVPD basis set
C 0.62924 0.81264 -0.30876
C -1.08248 0.00432 0.32296
C 1.18854 -0.55192 0.16617
C 0.89604 2.02836 0.57420
C -2.01110 -0.46609 -0.71520
N 1.62758 -1.49486 -0.68323
N -0.13204 -1.08416 0.86583
H 0.56721 0.89089 -1.44444
H -1.10896 0.78284 1.08556
H 1.82206 -0.31400 1.02089
H 0.50985 1.78341 1.51665
H 0.54552 2.88246 0.01796
H 1.96898 2.11925 0.62574
H -2.84063 -1.17672 -0.29006
H -1.49646 -0.97992 -1.47596
H -2.48016 0.55668 -0.99976
H 2.29613 -2.22807 -0.38112
H 1.45010 -1.38629 -1.72234
H -0.29518 -1.23587 1.92299
H -0.30770 -1.95892 0.44344
```

The energy above the lowest of the compared OMol25 structures with the same formula, charge and spin is 90.10 kcal per mole. The total energy is -307.478022 hartree. Its total charge is +1. As for the HOMO-LUMO gap: 0.38338 hartree.

# 3
Molecular formula: C29H58BrFN3O5
Method: DFT, ωB97M-V with the def2-TZVPD basis set

Geometry as XYZ:
```
97
C29H58BrFN3O5, DFT ωB97M-V with the def2-TZVPD basis set
C 3.73892 1.35412 -3.73094
C 2.85261 1.05166 -4.50287
C 1.82711 0.35399 -5.29824
C 0.39806 0.73651 -4.86810
C -0.27065 -0.20251 -3.82355
C -0.01638 0.30237 -2.37204
C -0.94655 1.56279 -2.09171
C -0.93434 1.59351 -0.55548
C -2.36540 1.89588 -0.04422
N -2.39231 2.10841 1.41988
C -0.11815 2.82895 -0.10252
C -0.54420 4.14587 -0.74250
O -1.37399 4.84376 -0.24501
O 0.09506 4.56654 -1.89782
N -0.51246 0.24713 -0.05043
C 0.17120 0.13965 1.27898
C 1.64580 0.54924 1.36603
O 2.31163 -0.58853 1.87793
C 1.91272 1.73907 2.36241
N 3.26805 1.75742 2.89656
C -0.12139 -0.70611 -1.17555
C 1.13165 -1.60280 -0.96492
C 2.49975 -1.06623 -1.43160
C 2.87731 -1.75101 -2.74244
F 3.45928 -1.51279 -0.51424
C -1.21741 -1.76747 -1.50503
Br -2.98610 -1.01258 -1.90401
C -1.37201 -2.78015 -0.30517
C -2.74703 -3.46621 -0.21326
H 4.43311 1.57105 -2.96092
H 2.01592 -0.71518 -5.36094
H 1.95793 0.73656 -6.31651
H -0.24413 0.69255 -5.74934
H 0.41919 1.77280 -4.52789
H -1.33924 -0.10564 -4.02978
H -0.03045 -1.25408 -3.98897
H 0.95345 0.80372 -2.47364
H -0.39760 2.33046 -2.62464
H -1.93996 1.42973 -2.51259
H -2.78627 2.76156 -0.56346
H -3.06080 1.07339 -0.23059
H -3.35264 1.92660 1.68381
H -2.16994 3.07621 1.62728
H 0.92924 2.66013 -0.39305
H -0.09292 2.98968 0.97335
H -0.52435 4.38586 -2.61752
H -1.44000 -0.13086 0.19681
H -0.39383 0.66163 2.05034
H 0.12121 -0.91267 1.55837
H 2.04432 0.88134 0.39799
H 3.24403 -0.56488 1.64425
H 1.17133 1.75451 3.16529
H 1.81606 2.69827 1.84486
H 3.39799 1.02639 3.58195
H 3.91439 1.66086 2.12300
H 1.26022 -1.90707 0.07631
H 0.99150 -2.53938 -1.50117
H 2.58565 0.01745 -1.48155
H 3.80597 -1.37083 -3.15658
H 3.01316 -2.80803 -2.49269
H 2.03418 -1.70553 -3.42819
H -0.93379 -2.34309 -2.37701
H -0.63456 -3.57403 -0.42430
H -1.22664 -2.19981 0.61143
H -2.62642 -4.34858 0.42237
H -3.09361 -3.82417 -1.18135
H -3.47762 -2.83975 0.29159
C 2.90842 -7.01960 0.51250
C 1.46978 -6.76835 0.92903
O 0.66880 -6.19195 -0.09222
C 0.53406 -6.94847 -1.28567
C -0.08921 -8.31732 -1.07915
H 3.37856 -6.09058 0.18407
H 3.47808 -7.42379 1.34945
H 2.97760 -7.73136 -0.31095
H 1.45735 -6.05780 1.75628
H 1.00608 -7.68689 1.30192
H 1.50175 -7.03341 -1.79175
H -0.10884 -6.35963 -1.94332
H 0.51925 -8.95076 -0.43334
H -0.20263 -8.82773 -2.03593
H -1.07241 -8.22269 -0.61540
C -3.80379 6.26839 6.18427
C -2.87515 5.16637 5.70553
O -2.94067 4.92926 4.30847
C -2.60327 6.01150 3.46161
C -1.18609 6.51929 3.66188
H -4.83668 6.03904 5.91751
H -3.73648 6.37435 7.26728
H -3.55655 7.23341 5.73988
H -3.16001 4.22801 6.18214
H -1.84233 5.36826 6.00928
H -3.32925 6.82434 3.56903
H -2.70768 5.63830 2.44060
H -1.02993 6.91179 4.66702
H -0.96692 7.31896 2.95354
H -0.46670 5.71139 3.50996
```

The total energy is -4353.761365 hartree. Its total charge is +1. As for the HOMO-LUMO gap: 0.34355 hartree.